# 1
C12H16N2 | ωB97M-V/def2-TZVPD

XYZ file:
```
30
Properties=species:S:1:pos:R:3:forces:R:3
C -1.025 -4.125 -0.151 0.6 -0.5 1.3
C -3.280 -1.217 0.650 -0.4 -0.1 -0.4
C -2.546 -0.147 0.145 -0.4 -0.3 1.4
C -2.801 -2.509 0.567 0.5 0.2 -0.9
C -1.526 -2.721 0.028 -0.2 -0.5 1.4
C -1.222 -0.349 -0.209 -0.2 0.7 0.4
C -0.698 -1.626 -0.160 0.1 -0.2 -1.2
H -4.282 -1.077 1.032 -0.1 0.2 0.1
H -2.993 0.828 0.296 0.3 0.2 -0.5
H -3.436 -3.348 0.809 0.0 -0.1 0.1
H -0.641 0.533 -0.442 0.3 -0.2 -0.2
H -0.720 -4.315 -1.176 -0.3 -0.4 0.0
H -1.696 -4.859 0.309 -0.7 0.1 -1.0
H 0.331 -1.822 -0.441 0.1 0.2 0.0
H -0.184 -4.391 0.511 0.4 0.8 -0.4
C 2.523 1.629 -1.232 -0.5 -1.0 -0.6
C 3.823 1.280 -0.553 0.4 -0.8 0.2
C 1.432 2.054 -0.314 -0.3 2.0 -0.3
C 1.278 2.159 1.040 1.1 0.1 0.0
C -0.403 3.155 0.038 0.6 0.2 0.1
N 0.385 2.750 -0.912 -0.5 -0.8 -0.5
N 0.160 2.922 1.253 -0.8 -0.6 -0.2
H 2.664 2.323 -2.064 0.1 0.7 0.6
H 2.071 0.829 -1.842 0.5 -0.5 0.4
H 4.135 2.075 0.117 0.2 0.3 -0.1
H 1.957 1.968 1.856 -0.1 -0.3 -0.1
H -1.369 3.611 -0.084 0.0 0.2 0.0
H -0.345 2.960 2.112 -0.1 0.1 0.5
H 4.619 1.044 -1.261 0.0 0.4 -0.1
H 3.791 0.384 0.075 -0.5 0.0 0.0
```
Forces are in eV/Å.

The energy is -15683.286 eV. The value obtained for the max |F| is 0.04069 hartree/bohr. Its spin multiplicity is 1. The HOMO energy is -8.691 eV. Its structure (SMILES) is CCc1c[nH]cn1.Cc1ccccc1. The value obtained for the frontier orbital gap is 9.5 eV. Its energy above the lowest of the compared OMol25 structures with the same formula, charge and spin is 78.4 kJ/mol.

# 2
C12H16N2 | ωB97M-V/def2-TZVPD

XYZ file:
```
30
Properties=species:S:1:pos:R:3:forces:R:3
C -3.547 -0.247 0.425 0.0 1.2 -1.2
C -3.200 1.053 -0.074 -1.3 -1.7 1.2
C -2.447 -1.082 0.578 -2.8 -2.6 1.6
C -1.887 1.413 -0.232 -0.7 1.4 0.0
C -1.173 -0.708 0.362 3.1 -1.9 -0.5
C -0.822 0.555 0.017 -2.1 2.7 -0.1
C 0.225 -2.829 0.363 -2.3 3.2 1.2
C 0.640 2.356 0.404 3.7 0.3 0.3
C 1.520 0.269 -0.293 0.0 -2.6 -0.7
C 1.471 -3.500 0.620 -1.6 -4.1 -0.5
C 1.874 3.111 0.158 0.9 -0.8 -1.1
C 1.624 0.000 -1.770 -1.3 -0.3 1.4
N -0.047 -1.566 0.378 3.2 0.7 -0.5
N 0.498 1.110 0.132 -1.4 -0.3 -0.1
H -4.621 -0.584 0.561 1.6 0.5 0.0
H -3.928 1.854 -0.176 -0.1 -0.4 -0.2
H -2.608 -2.108 1.010 0.1 1.0 -0.8
H -1.923 2.485 -0.433 1.4 -0.1 -0.3
H -0.671 -3.377 0.447 -1.1 -1.3 -0.3
H 0.028 2.980 0.961 -2.6 0.3 0.5
H 2.366 0.097 0.397 -0.6 0.2 -0.3
H 2.284 -3.168 0.056 1.5 0.5 -0.5
H 1.584 -3.567 1.685 0.5 0.5 0.7
H 1.211 -4.647 0.409 1.1 2.4 0.0
H 1.608 3.870 -0.593 0.0 0.2 0.1
H 2.227 3.600 1.028 -0.2 1.0 1.1
H 2.787 2.618 -0.188 -0.5 -0.5 -0.4
H 1.775 -1.097 -1.979 0.2 1.4 -0.1
H 2.434 0.673 -2.023 0.8 -0.2 -0.6
H 0.717 0.434 -2.229 0.4 -0.7 -0.1
```
Forces are in eV/Å.

The charge is +2. The energy is -15662.176 eV. The value obtained for the max |F| is 0.08628 hartree/bohr. Its spin multiplicity is 1. The HOMO energy (alpha / beta) is -16.627 / -16.627 eV. The value obtained for the frontier orbital gap (alpha / beta) is 6.7 / 6.7 eV. Its energy above the lowest of the compared OMol25 structures with the same formula, charge and spin is 274.7 kJ/mol.

# 3
C12H16N2O | ωB97M-V/def2-TZVPD

XYZ file:
```
31
Properties=species:S:1:pos:R:3:forces:R:3
C 0.752 3.671 0.719 -0.2 -2.5 -1.7
C 1.796 2.795 0.620 -0.2 0.2 1.4
C -0.525 3.254 -0.020 -0.7 1.9 2.2
C 1.648 1.355 0.093 1.0 -0.9 -2.2
C -0.670 2.137 -0.722 2.4 -1.8 0.2
C 0.417 1.096 -0.801 0.7 2.6 0.4
C -1.306 -1.154 2.517 0.3 0.5 -1.4
C -1.029 -2.399 1.936 -0.2 -0.4 1.5
C -1.221 -0.243 1.372 0.8 -3.9 0.8
C 1.366 -1.018 -1.714 1.1 -1.3 4.1
C -0.903 -3.267 -0.397 -3.0 0.4 0.0
C 0.372 -0.008 -1.543 -1.6 2.0 -1.8
N -0.806 -2.276 0.640 -0.5 2.9 -0.6
N -0.872 -0.966 0.272 -1.9 0.4 1.2
O -0.635 -0.245 -2.450 -0.2 -0.4 -0.1
H 0.785 4.618 1.254 0.2 -0.1 -0.4
H 2.806 3.079 1.026 -1.2 -0.4 -0.3
H -1.450 3.868 0.216 1.3 -0.6 -0.7
H 2.585 1.109 -0.531 -1.1 0.7 0.5
H -1.587 1.855 -1.155 -1.2 0.1 -0.5
H -1.505 -0.843 3.560 0.2 -0.6 -0.9
H -0.899 -3.430 2.223 -0.4 0.1 1.1
H -1.405 0.809 1.414 0.3 0.3 -0.5
H 1.721 0.430 0.729 -0.1 1.3 0.9
H 1.520 -1.496 -0.628 -0.1 0.6 -2.2
H 1.064 -1.761 -2.393 -0.3 -0.9 -0.8
H 2.287 -0.580 -1.970 1.4 0.4 -0.5
H -0.049 -3.798 -0.489 2.8 -2.0 0.0
H -1.787 -3.955 -0.265 0.9 0.8 0.1
H -1.014 -2.780 -1.349 -0.3 0.5 -0.2
H -1.455 0.146 -2.164 -0.4 0.3 0.2
```
Forces are in eV/Å.

The energy is -17727.163 eV. The value obtained for the max |F| is 0.08645 hartree/bohr. Its spin multiplicity is 1. The HOMO energy is -6.939 eV. Its structure (SMILES) is C/C(O)=C1/C=CC=CC1.Cn1cccn1. The value obtained for the frontier orbital gap is 7.7 eV. Its energy above the lowest of the compared OMol25 structures with the same formula, charge and spin is 478.8 kJ/mol.

# 4
C12H16N2O | ωB97M-V/def2-TZVPD

XYZ file:
```
31
Properties=species:S:1:pos:R:3:forces:R:3
C 2.995 0.799 -1.527 2.3 0.6 0.8
C -1.187 1.177 -1.689 -0.1 0.2 -2.0
C -0.456 2.241 -1.117 -0.2 -2.1 -0.8
C -0.628 0.050 -2.392 0.4 1.0 1.7
C 0.928 1.999 -1.109 -0.3 0.7 0.7
C 0.739 -0.102 -2.346 0.8 2.2 0.4
C 1.529 0.915 -1.669 -1.3 -1.5 -1.3
O -2.534 1.256 -1.979 -1.1 3.8 2.5
H -0.961 3.143 -0.759 0.4 -0.4 0.0
H -2.858 2.176 -1.537 0.8 -3.3 -1.6
H -1.333 -0.661 -2.817 0.3 0.2 -0.2
H 1.653 2.620 -0.604 -0.4 0.7 0.2
H 1.281 -0.825 -2.925 0.0 -0.6 0.0
H 3.636 1.538 -2.152 -1.2 -1.7 0.3
H 3.277 -0.283 -1.593 0.3 1.1 -0.4
H 3.340 1.148 -0.503 -0.7 -0.7 -0.8
C -2.038 -0.788 1.865 0.6 -1.8 1.2
C -2.295 -2.103 2.873 0.0 1.0 -5.1
C -0.565 -0.697 1.597 1.3 -1.6 -0.7
C 0.124 -1.212 0.476 2.4 5.2 8.7
C 1.475 -0.294 2.060 3.9 -2.1 -3.9
N 0.350 -0.296 2.597 -3.0 1.5 0.2
N 1.482 -0.890 0.762 -5.0 0.0 0.3
H -2.595 -1.033 0.954 0.2 0.5 0.0
H -2.374 0.168 2.289 -0.2 -0.4 0.1
H -1.413 -2.255 3.413 1.1 -0.5 0.9
H -0.485 -1.610 -0.145 -2.4 -3.0 -5.3
H 2.502 0.016 2.223 -0.4 0.3 1.5
H 2.061 -1.417 0.204 2.8 -0.6 -0.7
H -2.537 -2.966 2.114 0.5 1.4 1.9
H -3.112 -1.813 3.436 -1.7 -0.1 1.4
```
Forces are in eV/Å.

The energy is -17728.083 eV. The value obtained for the max |F| is 0.20252 hartree/bohr. Its spin multiplicity is 1. The HOMO energy is -7.953 eV. Its structure (SMILES) is CCc1c[nH]cn1.Cc1ccc(O)cc1. The value obtained for the frontier orbital gap is 8.7 eV. Its energy above the lowest of the compared OMol25 structures with the same formula, charge and spin is 390.0 kJ/mol.

# 5
C12H16N2OS | ωB97M-V/def2-TZVPD

XYZ file:
```
32
Properties=species:S:1:pos:R:3:forces:R:3
O 0.561 2.784 -0.375 0.2 0.4 0.1
C -0.075 1.815 -0.724 -0.5 0.0 -0.2
N 0.457 0.712 -1.276 0.1 -0.4 -0.3
H -0.152 -0.066 -1.486 -0.1 0.2 0.1
C 1.880 0.462 -1.338 0.2 0.3 0.1
H 2.356 1.419 -1.112 0.0 -0.1 -0.1
C 2.287 -0.632 -0.339 -0.1 0.0 0.0
H 1.664 -0.609 0.554 0.0 0.1 0.1
H 3.325 -0.485 -0.039 0.1 0.0 0.0
C 2.156 -1.924 -1.138 0.2 0.0 0.0
H 2.688 -2.756 -0.681 -0.1 -0.1 0.0
H 1.105 -2.203 -1.235 -0.1 -0.1 0.0
C 2.733 -1.538 -2.499 -0.1 -0.1 0.0
H 3.822 -1.581 -2.455 0.0 -0.1 0.0
H 2.401 -2.202 -3.295 0.1 0.0 -0.1
C 2.274 -0.089 -2.723 0.1 0.0 -0.1
H 1.408 -0.053 -3.386 0.0 0.1 0.0
H 3.061 0.510 -3.177 0.0 0.0 -0.1
C -1.602 1.821 -0.651 -0.1 -0.2 0.3
H -2.010 2.223 -1.580 0.0 0.0 0.0
H -1.909 2.452 0.182 0.1 0.0 -0.1
S -2.359 0.185 -0.457 -0.3 0.1 -0.3
C -1.575 -0.335 1.032 0.0 0.0 0.0
N -0.726 0.515 1.578 -0.2 0.2 -0.1
C -0.102 0.158 2.687 0.1 -0.2 0.4
C -0.295 -1.068 3.299 0.0 0.0 0.0
C -1.193 -1.958 2.720 0.0 0.1 0.0
C -1.852 -1.594 1.563 0.1 0.1 0.0
H -2.559 -2.245 1.073 -0.1 -0.1 0.0
H -1.374 -2.925 3.168 0.0 -0.1 0.0
H 0.238 -1.323 4.201 0.1 0.0 0.1
H 0.581 0.897 3.084 0.1 0.0 0.1
```
Forces are in eV/Å.

The energy is -28567.363 eV. The value obtained for the max |F| is 0.00927 hartree/bohr. Its spin multiplicity is 1. The HOMO energy is -8.630 eV. Its structure (SMILES) is O=C(CSc1ccccn1)NC1CCCC1. The value obtained for the frontier orbital gap is 9.3 eV. Its energy above the lowest of the compared OMol25 structures with the same formula, charge and spin is 1.7 kJ/mol.

# 6
C12H16N2S | ωB97M-V/def2-TZVPD

XYZ file:
```
31
Properties=species:S:1:pos:R:3:forces:R:3
C -1.105 1.413 -3.935 0.4 -1.8 2.1
C -1.090 2.684 -3.328 0.7 -0.2 0.1
C -1.066 0.489 -2.892 -0.3 -1.2 -5.7
C -1.106 2.431 -1.992 -0.6 2.1 -0.4
C -1.203 0.642 -0.498 -0.5 -0.9 2.5
C 0.666 0.983 0.716 -1.5 2.1 -0.4
C 1.123 -1.402 1.040 0.6 0.8 0.1
C -1.241 -0.861 -0.335 1.4 0.0 1.2
C -0.076 -2.180 1.424 0.1 -1.5 0.7
C -1.339 -1.414 1.171 1.2 3.5 0.4
C 2.415 -1.950 0.486 0.5 -2.4 4.1
C 1.305 1.623 3.279 1.4 0.1 1.0
N 1.044 -0.123 1.051 0.7 -2.1 0.2
N -1.145 1.099 -1.757 0.4 1.2 2.8
S 0.661 2.385 1.739 0.8 0.0 0.0
H -1.118 1.074 -4.921 0.1 0.1 -1.5
H -0.831 3.594 -3.829 -0.5 0.5 0.0
H -1.055 -0.555 -3.043 0.0 -0.9 0.3
H -1.230 3.093 -1.184 0.2 0.6 0.8
H -2.068 -1.338 -0.819 -0.5 0.1 -0.9
H -0.278 -1.321 -0.751 -1.0 0.3 0.2
H -0.035 -3.096 0.847 -0.1 -0.4 -0.3
H 0.013 -2.552 2.456 -0.1 0.3 0.1
H -1.357 -0.547 1.984 -0.2 -1.4 -2.0
H -2.238 -1.951 1.318 -0.8 -0.8 0.1
H 2.468 -3.047 0.309 -0.5 0.5 0.7
H 3.300 -1.692 1.136 -0.8 0.0 -1.0
H 2.421 -1.588 -0.441 0.9 2.0 -3.8
H 0.603 0.847 3.367 -1.1 -1.2 0.8
H 1.287 2.227 4.277 0.1 -0.7 -2.3
H 2.274 1.033 3.123 -1.0 1.5 0.2
```
Forces are in eV/Å.

The energy is -26512.415 eV. The value obtained for the max |F| is 0.11321 hartree/bohr. Its spin multiplicity is 1. The HOMO energy is -6.835 eV. The value obtained for the frontier orbital gap is 7.3 eV. Its energy above the lowest of the compared OMol25 structures with the same formula, charge and spin is 727.7 kJ/mol.

# 7
C12H16N3 | ωB97M-V/def2-TZVPD

XYZ file:
```
31
Properties=species:S:1:pos:R:3:forces:R:3
C 4.381 -0.805 0.437 -1.5 2.6 -1.8
C 3.331 -1.133 1.211 -0.6 -1.9 2.3
C 4.141 0.271 -0.452 0.6 1.8 -0.4
C 2.072 -0.553 1.233 -0.1 -0.9 0.1
C 2.925 1.040 -0.337 1.2 0.0 -1.1
C 1.865 0.553 0.476 0.0 2.3 -2.2
C -1.004 2.985 0.350 -1.0 -0.5 0.1
C 0.368 2.409 0.299 0.3 -0.4 0.6
C -2.205 2.314 0.232 2.3 1.7 -0.4
C -2.944 0.042 0.236 1.4 0.4 -1.0
C -3.443 -1.922 -1.248 -0.4 0.3 -1.3
C -1.029 -1.485 -0.585 4.0 0.5 -1.8
N -2.155 0.979 -0.051 -1.9 -2.6 0.5
N 0.553 1.150 0.351 0.4 -0.5 0.8
N -2.453 -1.394 -0.271 -0.9 0.6 1.5
H 5.268 -1.333 0.566 1.5 -0.6 -0.3
H 3.533 -1.953 1.900 -0.4 0.0 0.0
H 4.981 0.607 -1.174 -1.7 -0.5 1.3
H 1.267 -1.031 1.774 0.0 0.2 0.2
H 2.791 2.025 -0.943 0.3 -2.1 1.0
H -1.049 4.040 0.619 -0.1 -0.2 -0.3
H 1.254 3.076 0.362 -0.7 0.1 -0.1
H -3.136 2.853 0.149 -0.2 0.0 0.5
H -3.915 -0.117 0.780 0.9 0.6 -0.5
H -4.467 -1.848 -0.900 -0.1 1.1 0.4
H -3.321 -1.410 -2.261 0.0 -0.7 1.6
H -3.454 -2.988 -1.351 1.2 -0.7 -0.2
H -0.537 -0.440 -0.502 -1.0 -1.7 0.2
H -0.474 -2.208 0.079 -1.0 0.9 -0.3
H -0.684 -1.857 -1.625 -1.6 0.6 1.3
H -2.458 -1.867 0.647 -0.8 -0.4 -0.7
```
Forces are in eV/Å.

The charge is +1. The energy is -17163.809 eV. The value obtained for the max |F| is 0.08588 hartree/bohr. Its spin multiplicity is 1. The HOMO energy is -11.660 eV. Its structure (SMILES) is C[NH+](C)/C=N/C=C\C=N\c1ccccc1. The value obtained for the frontier orbital gap is 7.7 eV. Its energy above the lowest of the compared OMol25 structures with the same formula, charge and spin is 408.9 kJ/mol.